No. 1
{
  "formula": "C20H61N5O8",
  "method": "ωB97M-V/def2-TZVPD",
  "elements": ["C", "C", "C", "O", "C", "N", "H", "H", "H", "H", "H", "H", "H", "H", "H", "H", "H", "C", "C", "C", "O", "C", "N", "H", "H", "H", "H", "H", "H", "H", "H", "H", "H", "H", "C", "C", "C", "O", "C", "N", "H", "H", "H", "H", "H", "H", "H", "H", "H", "H", "H", "C", "C", "C", "O", "C", "N", "H", "H", "H", "H", "H", "H", "H", "H", "H", "H", "H", "C", "C", "C", "O", "C", "N", "H", "H", "H", "H", "H", "H", "H", "H", "H", "H", "H", "O", "H", "H", "O", "H", "H", "O", "H", "H"],
  "positions_angstrom": [[1.06522, 0.83110, -1.36644], [2.20959, 0.28849, -2.34576], [2.15513, -1.28755, -2.38834], [3.25337, -1.78696, -3.16931], [3.28980, -3.15397, -3.43632], [2.05519, 0.74884, -3.74453], [1.30252, 0.53642, -0.34421], [0.14595, 0.35314, -1.70497], [1.15290, 1.89919, -1.56543], [3.03755, 0.85285, -1.91673], [1.23426, -1.54970, -2.90928], [2.18472, -1.77384, -1.41327], [2.25047, -3.40772, -3.64489], [3.72299, -3.64319, -2.56390], [3.94604, -3.44141, -4.25782], [2.92997, 0.44531, -4.14793], [1.39009, 0.06436, -4.07502], [1.42381, -1.48844, 1.43547], [2.36151, -1.77370, 2.65752], [3.49974, -0.70750, 2.60867], [4.43410, -1.04931, 1.63668], [4.40581, -0.19567, 0.45122], [1.49141, -1.67598, 3.75451], [1.78783, -1.82773, 0.46569], [0.97094, -0.51299, 1.25799], [0.52725, -2.07455, 1.63733], [2.78908, -2.77604, 2.68189], [3.90116, -0.63794, 3.61967], [3.00780, 0.25889, 2.49829], [5.32146, -0.42145, -0.09533], [4.55185, 0.85904, 0.68441], [3.51808, -0.10367, -0.17453], [1.93297, -1.02502, 4.38805], [0.64193, -1.19081, 3.50334], [-5.57841, -0.71662, -1.18832], [-4.10747, -1.27684, -1.37805], [-3.34969, -1.95149, -0.22792], [-3.12505, -1.06825, 0.91104], [-2.04327, -0.17690, 0.74140], [-4.30424, -2.23202, -2.46499], [-6.35824, -1.44230, -0.95731], [-5.91183, -0.22107, -2.10011], [-5.68223, 0.00659, -0.37944], [-3.44422, -0.42712, -1.53988], [-2.42800, -2.47148, -0.48907], [-4.08828, -2.69200, 0.07906], [-2.34188, 0.67083, 0.12473], [-1.10090, -0.62864, 0.43163], [-1.79651, 0.31688, 1.68129], [-4.61004, -1.69564, -3.26429], [-5.11569, -2.75931, -2.17582], [-1.56640, 2.55014, -5.26187], [-0.24963, 2.32698, -4.45359], [-0.47677, 2.73031, -2.92032], [-1.71062, 2.39002, -2.30148], [-1.83396, 1.03252, -1.92546], [0.18889, 1.00843, -4.84703], [-1.94822, 3.54254, -5.02219], [-2.36016, 1.84370, -5.01897], [-1.30649, 2.37322, -6.30553], [0.54475, 3.02864, -4.70802], [-0.39982, 3.80345, -2.74558], [0.36138, 2.27307, -2.39444], [-2.85863, 0.75922, -1.67357], [-1.26162, 0.82577, -1.02114], [-1.46152, 0.33869, -2.67912], [0.90526, 0.79498, -4.16780], [-0.54638, 0.40601, -4.50558], [-0.64056, 1.30527, 6.48543], [-0.53612, -0.16548, 5.96302], [-0.10181, -0.34624, 4.50036], [-1.25874, -0.10024, 3.67408], [-0.85254, -0.24227, 2.34926], [0.15382, -0.97600, 7.01449], [0.37723, 1.69505, 6.46895], [-0.90655, 1.24169, 7.54057], [-1.32605, 1.95874, 5.94582], [-1.52590, -0.62157, 5.94263], [0.35599, -1.30644, 4.26259], [0.62160, 0.44118, 4.28883], [-0.06118, -0.93553, 2.06423], [-0.68181, 0.77056, 1.98441], [-1.73123, -0.59427, 1.80879], [0.02410, -1.95890, 6.82167], [1.13969, -0.79145, 6.89578], [0.08266, 2.57855, -0.37651], [-0.33551, 2.95373, -1.15150], [-0.14276, 3.18038, 0.33288], [-0.14219, 0.48108, 0.31244], [0.61555, 0.74318, 0.83529], [-0.41884, 1.28430, -0.12863], [1.59388, 2.08040, 1.14563], [2.33343, 2.10385, 0.53837], [0.83767, 2.32546, 0.61242]],
  "forces_ev_per_a": [[5.64, -2.87, -4.99], [-1.20, -0.29, 1.13], [1.90, 0.55, -0.08], [0.55, 2.05, -0.28], [-0.54, -0.14, 0.75], [6.27, -1.77, 4.38], [1.80, 0.12, -2.76], [0.89, 0.56, 0.06], [1.07, -1.76, 0.72], [0.90, -1.02, -0.26], [-0.48, -0.09, 0.09], [-0.17, 0.15, 0.14], [0.07, -1.00, -0.05], [-0.46, -0.55, 0.22], [-0.15, 0.65, -0.28], [0.37, 0.17, -0.71], [3.49, -3.72, 0.15], [1.48, -2.25, -1.08], [0.85, 0.55, -2.89], [-1.70, -0.82, 1.12], [-0.08, 1.30, -1.65], [1.13, 0.44, 0.99], [5.73, -2.42, -1.66], [0.44, -0.17, 0.16], [2.47, -1.07, 0.68], [0.37, -1.07, -0.64], [0.31, -0.02, -0.86], [0.88, -0.29, 0.05], [0.11, 0.29, -0.60], [-0.43, -0.48, -0.33], [0.20, 0.28, 0.86], [-0.24, -1.33, 0.18], [-0.14, -0.03, 0.56], [3.31, -0.15, -5.48], [0.86, 0.65, 1.48], [-1.06, 0.66, 0.30], [-1.79, 0.36, 1.53], [-1.16, -1.07, -0.62], [-9.02, 2.96, -10.58], [1.33, -0.03, -0.33], [0.36, -0.61, -0.04], [0.30, 0.03, -0.14], [0.23, 0.25, 0.08], [-0.87, -0.90, -1.12], [0.06, 0.27, -0.50], [0.38, -0.45, 0.78], [-0.83, -0.61, -0.83], [-2.73, -1.17, -0.63], [-5.03, 4.03, -4.51], [-0.01, -0.14, -0.32], [-0.05, -0.39, -0.21], [1.02, 0.72, 0.56], [-2.28, 1.10, -0.08], [0.32, -0.75, -1.92], [-0.44, -0.03, -0.31], [0.16, 0.05, -0.22], [-4.44, 0.47, -0.64], [-0.18, 0.15, -0.56], [0.22, -0.19, 0.36], [-0.23, 0.47, -0.05], [-0.07, 0.17, -0.52], [-0.03, 0.36, -0.73], [-1.03, 0.67, -1.50], [0.45, 1.38, -0.61], [-1.31, 0.04, -1.83], [-0.28, 0.02, -0.42], [-4.07, 4.29, -2.06], [-0.98, -0.54, -0.71], [0.62, -1.36, -0.06], [-1.38, -0.31, 0.70], [-4.71, 4.13, 4.02], [1.28, -0.70, 2.35], [4.41, -3.37, 9.26], [0.21, 0.90, -0.96], [0.06, 0.43, -0.14], [-0.24, 0.13, -0.08], [0.12, -0.20, -0.13], [-0.39, 0.30, 0.09], [-5.85, 0.35, 7.12], [0.39, 0.35, -0.29], [-1.42, 1.47, 2.03], [0.69, -0.10, 1.27], [3.25, -5.23, 7.25], [0.01, -0.16, -0.12], [0.45, -0.16, 0.35], [-3.32, 5.58, -0.30], [-0.70, 0.44, -0.52], [-1.25, 1.25, 0.22], [0.54, -0.08, 2.36], [0.03, 0.86, 0.47], [0.03, -0.07, 0.66], [2.34, -0.21, 2.99], [0.29, 0.12, 0.01], [2.16, -0.37, 0.71]],
  "homo_lumo_gap_ev": 6.1,
  "e_homo_ev": -6.2,
  "largest_force_ha_per_bohr": 0.27639,
  "lumo_energy_ev": -0.04,
  "multiplicity": 1,
  "e_tot_ha": -1672.95434
}

=====

No. 2
{
  "formula": "C20H62F9N14O21S2Y",
  "method": "ωB97M-V/def2-TZVPD",
  "elements": ["Y", "C", "F", "F", "F", "S", "O", "O", "O", "C", "F", "F", "F", "S", "O", "O", "O", "C", "O", "O", "C", "F", "F", "F", "C", "C", "H", "H", "H", "H", "H", "H", "C", "C", "C", "O", "C", "N", "H", "H", "H", "H", "H", "H", "H", "H", "H", "H", "H", "C", "C", "C", "O", "C", "N", "H", "H", "H", "H", "H", "H", "H", "H", "H", "H", "H", "O", "H", "H", "O", "H", "H", "O", "H", "H", "O", "H", "H", "O", "H", "H", "C", "O", "N", "N", "H", "H", "H", "H", "C", "O", "N", "N", "H", "H", "H", "H", "C", "O", "N", "N", "H", "H", "H", "H", "C", "O", "N", "N", "H", "H", "H", "H", "C", "O", "N", "N", "H", "H", "H", "H", "C", "O", "N", "N", "H", "H", "H", "H"],
  "positions_angstrom": [[-2.16817, 2.50553, 3.71181], [-3.35694, -2.33053, 3.52743], [-2.06287, -2.20383, 3.28678], [-3.87878, -3.11532, 2.66216], [-3.48259, -2.80784, 4.77084], [-4.27329, -0.64333, 3.40889], [-3.26059, 0.42073, 3.60027], [-4.93331, -0.52463, 2.09819], [-5.28097, -0.74300, 4.45683], [-4.36342, 4.20952, -0.14936], [-3.74400, 5.30309, 0.22169], [-5.30635, 4.49978, -1.01057], [-3.49839, 3.44692, -0.84120], [-5.11616, 3.20413, 1.36808], [-6.17717, 4.02340, 1.94200], [-5.58161, 1.89109, 0.88050], [-3.97395, 2.96170, 2.28857], [-0.67895, 1.10136, 0.51853], [-0.55287, -0.29767, 0.95814], [-1.36465, 1.75284, 1.53365], [0.78263, 1.61134, 0.16170], [1.24976, 1.13100, -0.99896], [0.83618, 2.89653, -0.06493], [1.71893, 1.37234, 1.11617], [0.34238, -1.23686, 0.25172], [0.47506, -2.43354, 1.12185], [-0.45592, -3.00038, 1.13080], [1.28986, -3.07254, 0.78145], [0.68966, -1.96451, 2.08209], [1.35612, -0.92584, -0.00070], [-0.20241, -1.42415, -0.67360], [-1.28930, 1.09384, -0.38453], [-4.66044, -7.31502, -0.03213], [-3.66543, -6.63094, 0.86988], [-2.60945, -7.46303, 1.67070], [-1.49559, -6.72784, 2.22337], [-1.83181, -5.74148, 3.14708], [-2.94253, -5.68894, 0.05659], [-5.33493, -7.93982, 0.55334], [-4.04170, -7.92502, -0.69028], [-5.25114, -6.59291, -0.59581], [-4.19037, -6.14376, 1.69159], [-2.08856, -8.16033, 1.01454], [-3.07668, -8.06994, 2.44624], [-0.91504, -5.20124, 3.38320], [-2.26767, -6.17287, 4.04820], [-2.59650, -5.09812, 2.71184], [-2.24996, -5.15747, 0.56450], [-2.38726, -6.29321, -0.53217], [1.87983, -0.53543, -4.47128], [1.79679, 0.51819, -5.62801], [2.57141, 1.84117, -5.31680], [2.16040, 2.96246, -6.11997], [2.87352, 4.18531, -5.75622], [2.38458, -0.07417, -6.80385], [1.14292, -1.33080, -4.58282], [1.64514, -0.24846, -3.44625], [2.83597, -1.05870, -4.48057], [0.73875, 0.70904, -5.80753], [3.61955, 1.57451, -5.45237], [2.57043, 2.09265, -4.25620], [2.68365, 4.49142, -4.72746], [2.70133, 5.02217, -6.43307], [3.94428, 3.99830, -5.83728], [3.34287, -0.29893, -6.57739], [2.38382, 0.68658, -7.46820], [0.17685, -3.57298, -1.99328], [0.96304, -3.48827, -2.53270], [0.46504, -4.06545, -1.22475], [2.99920, 2.51327, 3.48840], [3.65164, 1.91739, 3.85649], [3.02367, 2.34382, 2.54663], [-0.45907, 0.58171, 3.91803], [-0.44933, 0.34292, 2.99115], [0.07916, -0.08576, 4.34348], [-2.76737, -2.20103, -1.69354], [-2.78641, -1.45116, -2.28815], [-1.84664, -2.46115, -1.66474], [-3.88971, 0.36928, -0.32861], [-3.61950, 0.46966, -1.24137], [-3.09261, 0.52924, 0.17664], [-1.56208, 5.74224, 2.10080], [-1.90582, 4.70454, 2.57254], [-1.98238, 6.92580, 2.44895], [-0.63247, 5.86378, 1.19625], [-1.68562, 7.78004, 1.99919], [-2.77938, 7.02484, 3.06140], [-0.20286, 6.74800, 0.96454], [-0.19072, 5.01197, 0.88096], [1.13930, -5.98414, 0.28917], [0.09914, -5.74651, -0.31536], [2.27623, -5.96046, -0.34453], [1.22122, -6.31992, 1.53425], [3.12907, -5.80770, 0.17454], [2.21590, -6.01159, -1.35142], [0.41906, -6.37330, 2.14563], [2.14553, -6.24091, 1.93366], [-0.38762, 4.74097, -2.44195], [-0.03556, 5.08024, -1.30775], [-1.24628, 3.89067, -2.60801], [0.11738, 5.28176, -3.52373], [-1.74996, 3.94895, -3.48151], [-1.62879, 3.40646, -1.80843], [-0.30565, 4.94625, -4.37730], [0.87509, 5.94949, -3.51278], [3.16246, 5.51318, 0.45734], [3.45422, 5.87247, -0.72882], [2.08025, 4.99486, 0.88181], [4.01728, 5.78936, 1.48066], [1.34938, 4.60717, 0.30249], [2.00579, 4.92096, 1.88634], [4.90871, 6.09368, 1.11617], [3.99699, 5.20406, 2.30354], [5.02362, 0.94741, -2.35001], [5.96892, 0.42258, -2.98585], [4.04585, 0.12645, -1.86179], [4.83870, 2.28830, -2.41642], [4.20791, -0.87005, -1.89070], [3.25459, 0.48834, -1.34891], [5.46699, 2.84775, -2.97530], [3.88806, 2.52148, -2.16741], [2.71027, -1.50419, 4.22556], [1.57700, -1.55241, 4.55641], [3.16862, -1.90771, 3.06862], [3.53410, -0.86992, 4.97023], [4.17016, -1.86179, 2.94653], [2.56217, -2.35638, 2.39706], [3.04204, -0.56259, 5.79698], [4.36716, -0.41050, 4.63102]],
  "forces_ev_per_a": [[-1.36, -2.68, -6.16], [-0.09, 2.65, 1.13], [0.96, 0.08, -0.24], [-0.86, -1.45, -1.04], [-0.10, -0.26, -0.13], [-4.96, -0.23, -2.21], [1.70, 1.61, 1.24], [2.37, -0.87, 1.93], [1.74, 0.11, 0.32], [-0.51, -2.05, 0.81], [0.43, 0.90, 0.42], [-0.96, 0.51, -0.12], [0.44, -0.28, 0.42], [-3.15, -3.50, -0.60], [1.74, 0.39, -0.61], [0.91, 3.52, 0.13], [1.68, 0.82, 1.45], [-0.48, -1.02, 2.35], [1.59, 0.68, 0.03], [1.43, 0.39, -0.04], [-0.63, -0.11, 0.41], [0.06, -1.26, -0.46], [-0.85, 1.47, 0.31], [-0.33, -0.49, -0.01], [-1.56, 0.64, -1.00], [-0.53, 0.11, 0.21], [0.13, -0.07, 0.35], [0.06, -0.08, 0.02], [-0.10, -0.72, 0.47], [-0.13, 0.84, 0.23], [0.43, -0.31, -0.19], [0.28, 0.25, -0.54], [0.46, -0.86, 0.68], [0.99, 1.07, 1.83], [0.20, -0.98, -0.64], [-0.54, -0.67, -0.58], [-0.73, 0.15, 0.05], [-0.13, 0.32, -0.58], [-0.02, -0.24, -0.17], [-0.45, -0.26, -0.44], [0.29, 0.03, 0.09], [-0.43, 0.64, -0.27], [-0.13, -0.12, -0.27], [-0.14, 0.05, 0.36], [-0.18, 0.23, 0.11], [0.08, -0.07, 0.32], [0.23, 0.45, 0.21], [0.00, 0.00, 0.17], [0.39, 0.30, -0.58], [-0.33, -0.19, -0.16], [0.25, 0.22, 1.58], [-0.25, -0.20, 0.66], [0.43, 0.49, 0.49], [0.42, -1.27, -0.16], [-0.63, -0.16, -0.44], [-0.14, -0.01, -0.77], [0.37, 0.86, -0.09], [0.25, 0.26, 0.08], [0.01, 0.28, -0.11], [0.41, 0.26, -0.52], [-0.68, 0.27, 0.31], [-0.30, -0.10, 0.10], [-0.68, -0.39, -0.16], [0.23, -0.13, 0.08], [0.26, -0.04, -0.21], [0.32, -0.18, -0.63], [-0.02, 0.75, -0.41], [0.10, 0.11, -0.28], [-0.31, -0.78, 0.39], [-0.06, 0.35, 0.20], [0.11, -0.10, 0.15], [-0.13, -0.11, -0.37], [-0.40, 1.48, 0.64], [-0.26, -0.23, -1.15], [0.39, -0.49, 0.61], [-0.14, 0.00, 0.10], [-0.08, 0.13, -0.12], [0.38, -0.39, -0.15], [0.12, -0.09, -0.53], [0.03, -0.03, -0.28], [0.02, -0.07, 0.51], [2.05, 2.88, -1.60], [-1.47, -4.90, 3.19], [-2.63, 3.12, 2.25], [2.14, -1.33, -1.48], [-0.10, -0.45, -0.05], [0.13, -0.13, -0.11], [-0.16, -0.47, -0.26], [-0.51, 0.55, -0.34], [-3.24, 0.39, -1.48], [-0.74, -0.07, -0.12], [3.53, 0.42, -1.90], [0.85, -0.40, 3.95], [0.08, -0.36, -0.71], [0.44, 0.32, 0.28], [-0.18, 0.01, -0.38], [-0.38, -0.44, 0.37], [5.40, 5.36, 3.90], [0.97, 0.30, 0.84], [-6.74, -6.50, -1.88], [0.74, 1.06, -2.79], [-0.34, -0.85, 0.33], [-0.27, 0.35, -0.30], [0.84, 0.49, -0.30], [-0.40, -0.20, 0.12], [3.73, 2.91, -4.16], [-0.85, -1.23, 2.49], [-3.86, -2.08, 1.56], [1.33, 0.51, 0.28], [0.70, 0.56, -0.36], [-0.39, -0.24, -0.27], [0.05, -0.10, 0.45], [0.30, 0.09, -0.14], [2.14, -1.89, -3.64], [-0.73, 0.62, 1.53], [-0.40, 0.75, 0.95], [-1.21, -0.60, 1.47], [0.11, 0.44, -0.06], [0.17, -0.23, -0.07], [-0.41, -0.19, 0.16], [0.37, 1.16, -0.27], [-0.58, 0.11, -2.19], [-5.11, -1.06, 1.05], [1.60, -1.22, -2.57], [3.61, 2.46, 3.56], [-0.34, -0.36, -0.49], [0.27, 0.08, 0.22], [0.72, 0.43, 0.09], [-0.15, -0.23, 0.36]],
  "homo_lumo_gap_ev": 5.9,
  "e_homo_ev": -8.3,
  "largest_force_ha_per_bohr": 0.18565,
  "lumo_energy_ev": -2.43,
  "multiplicity": 1,
  "e_tot_ha": -4879.49423
}